1.
{"formula": "C31H57ClHfP2Si2", "method": "ωB97M-V/def2-TZVPD", "homo_lumo_gap_ev": 7.1, "e_lumo_ev": 0.34, "total_energy_ha": -2985.4062, "total_charge": 0, "symbols": ["H", "H", "C", "H", "H", "Hf", "H", "Si", "C", "H", "C", "H", "C", "H", "H", "C", "H", "C", "H", "H", "H", "H", "C", "P", "H", "H", "C", "H", "C", "H", "C", "H", "H", "H", "H", "C", "C", "H", "H", "H", "C", "H", "Cl", "C", "H", "C", "C", "C", "H", "H", "H", "C", "H", "C", "H", "H", "C", "P", "H", "H", "H", "C", "H", "C", "C", "C", "H", "H", "Si", "H", "H", "C", "H", "H", "H", "C", "H", "H", "H", "H", "H", "H", "C", "C", "H", "H", "H", "C", "H", "C", "H", "C", "H", "H"], "xyz": [[-3.29, 5.08, 3.31], [1.76, 3.11, 1.62], [1.03, -2.38, -0.16], [-2.15, 4.16, 1.29], [-2.41, -4.83, -1.38], [-0.08, -0.17, 0.40], [-0.28, 2.49, 0.68], [-2.61, 0.78, -2.70], [-3.56, 0.04, -1.25], [-4.53, -0.34, -1.63], [-1.75, 2.25, 2.19], [-0.42, 2.98, -2.05], [0.09, -0.34, -1.99], [5.35, 0.55, 2.59], [-4.24, 2.52, -3.27], [3.47, 1.99, 3.98], [-4.65, -3.52, -1.31], [2.59, 0.85, 3.46], [4.45, 1.53, -1.52], [-3.89, -3.83, -2.87], [-2.63, 1.33, 5.36], [-3.85, -0.41, -4.47], [1.25, 0.92, 4.20], [2.33, 0.78, 1.61], [0.88, 4.75, -0.52], [0.63, 0.05, 3.99], [-3.92, -1.80, 0.92], [-2.73, -1.31, 2.69], [-2.79, -0.25, -4.24], [6.08, 0.22, 1.02], [-2.26, 3.55, 2.19], [-4.58, -2.24, -2.56], [4.00, 2.85, -2.61], [-0.90, -3.94, -1.21], [-3.79, 0.86, -0.54], [4.00, -1.50, 1.36], [-1.96, -3.92, -0.96], [-2.06, -3.98, 0.14], [3.51, 2.93, 1.51], [-1.49, 0.45, 3.34], [5.22, 0.69, 1.51], [0.29, -3.16, -0.02], [-0.29, -1.49, 2.28], [-0.81, 0.79, -2.18], [3.07, -0.12, 3.69], [-3.03, 3.27, 4.47], [-2.53, 1.97, 4.48], [-0.05, 1.95, -1.90], [5.27, 1.76, 1.28], [3.60, 1.86, 5.06], [1.80, -2.55, 0.60], [2.56, 2.53, 1.14], [1.49, -2.51, -1.15], [-1.89, 1.46, 3.34], [-2.04, -2.30, -2.38], [0.69, 1.82, 3.93], [-2.65, -2.68, -1.55], [-2.64, -1.24, -0.33], [4.46, 2.04, 3.53], [-0.08, -1.34, -2.39], [-3.53, 3.67, 5.36], [-5.39, -1.60, 0.52], [-1.80, 1.87, 0.10], [-2.90, 4.06, 3.32], [-3.19, 2.53, -2.98], [1.84, 4.58, -1.01], [4.87, 3.21, -1.10], [-2.61, 2.99, -3.79], [2.47, 2.85, -0.73], [-3.81, 0.00, 2.17], [-3.71, -2.87, 1.05], [3.94, 0.00, 1.02], [5.05, -1.80, 1.52], [2.28, -0.38, -1.47], [-3.08, 3.15, -2.08], [4.11, 2.57, -1.55], [3.44, -1.75, 2.28], [1.73, 4.76, -2.09], [3.89, 0.10, -0.07], [2.57, 5.29, -0.61], [-5.64, -0.54, 0.47], [3.61, -2.11, 0.54], [1.34, 0.17, -1.50], [-1.07, 1.76, 0.93], [1.43, 0.95, 5.28], [-4.47, -1.43, 2.98], [2.97, 2.96, 3.83], [-3.71, -1.09, 2.26], [-2.29, -1.23, -4.18], [1.22, 1.61, -1.39], [-2.34, 0.31, -5.07], [-4.03, -3.07, -2.10], [-6.02, -2.05, 1.31], [-5.67, -2.08, -0.42]]}

=====

2.
{"formula": "C24H43N2P3PrS2", "method": "ωB97M-V/def2-TZVPD", "spin_multiplicity": 3, "homo_lumo_gap_ev": [6.3, 6.5], "s_squared": 2.00, "e_lumo_ev": [-10.06, -9.91], "total_energy_ha": -3386.2493, "total_charge": 3, "symbols": ["C", "H", "H", "C", "C", "C", "C", "H", "C", "H", "H", "H", "H", "H", "H", "S", "H", "H", "H", "C", "C", "H", "H", "H", "C", "C", "H", "H", "Pr", "H", "H", "C", "H", "N", "H", "C", "C", "H", "H", "H", "H", "C", "H", "H", "H", "H", "P", "C", "S", "C", "P", "H", "H", "H", "H", "H", "C", "H", "N", "C", "C", "C", "H", "C", "H", "P", "H", "C", "C", "C", "H", "H", "H", "H", "H"], "xyz": [[-0.94, 3.90, -0.52], [-1.24, -3.42, 2.39], [1.25, -5.05, -0.84], [0.99, 2.29, 5.03], [2.80, 3.49, -0.91], [1.05, -4.41, -1.73], [0.41, 2.86, 3.87], [-0.26, 4.07, 0.33], [1.21, -0.89, -7.78], [-2.26, 2.18, -2.85], [0.78, -0.26, -8.57], [-3.51, 2.97, -1.82], [-2.78, -3.57, 1.47], [3.00, -2.73, 1.71], [-1.19, -3.99, 0.68], [2.42, -1.21, 3.55], [1.87, 3.89, -0.46], [-3.23, -1.64, -0.97], [-3.03, -1.31, 2.65], [2.43, -2.77, -6.97], [1.13, 0.92, 2.60], [-0.17, -3.20, -2.88], [1.75, -2.53, -9.07], [-3.40, 3.25, 0.85], [-1.70, -3.31, 1.39], [1.66, -1.08, -5.35], [-1.75, 4.63, -0.46], [2.87, -2.80, -4.91], [0.43, 0.31, -0.93], [0.61, 0.51, -6.22], [-2.17, 0.25, 2.38], [1.82, -2.13, -8.04], [-0.07, 3.85, 3.92], [1.36, 0.06, 1.48], [4.60, 1.14, -1.54], [-3.22, -1.40, 0.10], [0.49, 2.17, 2.65], [0.03, 2.59, 1.75], [3.27, 4.29, -1.50], [1.91, -3.78, -2.08], [0.96, 2.85, 5.97], [1.14, -0.40, -6.47], [1.08, 2.56, -4.08], [1.08, 3.83, -2.95], [-0.90, -4.98, -2.72], [0.25, 0.65, -3.59], [2.38, 2.06, -1.99], [3.94, 1.15, -2.40], [1.35, -0.51, -3.56], [-0.09, -4.23, -2.45], [-1.64, 2.20, -0.48], [4.49, 1.56, -3.26], [-3.64, -0.40, 0.24], [-0.35, 4.06, -1.44], [-1.30, -1.10, 3.19], [1.97, -2.53, 0.34], [-2.80, 2.13, -1.89], [-2.29, 2.32, 1.88], [2.44, -2.10, 1.13], [-2.82, 2.32, 0.92], [1.76, 3.08, -3.39], [-2.05, -0.84, 2.43], [-3.51, 1.46, 0.92], [1.65, 0.35, 3.77], [3.72, 0.09, -2.64], [-1.53, -1.55, 0.81], [2.57, 3.63, -3.92], [2.07, -1.01, 1.86], [1.67, 1.06, 4.95], [2.36, -2.24, -5.67], [-3.80, -2.15, 0.65], [-3.36, 1.18, -1.86], [2.25, 0.68, 5.78], [3.50, 3.22, -0.10], [3.00, -3.65, -7.23]]}

=====

3.
{"formula": "C4H6NO3PS", "method": "ωB97M-V/def2-TZVPD", "homo_lumo_gap_ev": 6.1, "e_lumo_ev": 5.46, "total_energy_ha": -1176.1040, "total_charge": -2, "symbols": ["O", "C", "O", "H", "H", "C", "N", "H", "O", "C", "H", "H", "P", "H", "C", "S"], "xyz": [[-5.02, 0.97, -1.14], [-1.09, 2.00, 0.27], [-5.40, 0.28, 1.35], [3.60, -0.73, 0.44], [-1.74, 1.16, 0.51], [2.83, -0.01, 0.13], [0.42, 0.19, 0.24], [-1.52, 2.56, -0.67], [-4.21, -1.30, -0.29], [1.59, -0.52, 0.35], [1.06, 2.29, -0.12], [1.38, -1.42, 0.97], [-4.86, -0.02, -0.07], [-1.09, 2.78, 1.15], [0.25, 1.42, -0.06], [3.40, 1.43, -0.51]]}

=====

4.
{"formula": "C8H24ClO8", "method": "ωB97M-V/def2-TZVPD", "homo_lumo_gap_ev": 8.8, "e_lumo_ev": 2.85, "total_energy_ha": -1381.3406, "total_charge": -1, "symbols": ["H", "O", "H", "H", "C", "H", "C", "C", "C", "O", "O", "H", "H", "H", "Cl", "H", "H", "O", "H", "H", "C", "H", "H", "O", "C", "H", "C", "H", "C", "H", "H", "O", "O", "H", "H", "H", "H", "H", "H", "O", "H"], "xyz": [[-4.68, -2.54, 2.27], [3.00, -0.76, -0.97], [-2.86, -1.31, 1.29], [-0.55, 2.51, 0.22], [-0.12, 3.37, -1.70], [-2.29, -2.47, 2.53], [5.35, -1.34, -0.22], [4.22, -0.25, -0.43], [-4.27, -1.68, 2.80], [-2.24, -0.45, 2.98], [-1.76, -0.33, -3.45], [4.51, 0.53, -1.13], [-1.12, 0.23, -0.08], [6.34, -0.92, -0.04], [0.94, -0.22, 1.64], [-2.52, -1.60, -1.56], [-0.12, 2.37, -2.15], [-1.94, 0.05, -0.54], [1.29, 1.84, 0.59], [-4.73, -0.79, 2.38], [-1.60, -1.10, -1.25], [-2.48, 0.00, -2.92], [2.31, -0.41, -0.40], [0.91, 4.13, -2.19], [-0.83, -0.78, -2.54], [-1.31, -0.46, 2.74], [-2.86, -1.55, 2.35], [-1.13, 3.76, -1.82], [0.20, 3.19, -0.19], [-0.11, 0.03, -2.46], [-1.14, -1.73, -0.49], [1.43, 2.50, -0.09], [-4.40, -1.70, 4.21], [0.04, 4.09, 0.40], [1.73, 3.97, -1.73], [5.33, -1.89, -1.17], [-5.30, -2.02, 4.32], [4.14, -2.63, 0.45], [4.01, 0.22, 0.53], [4.93, -2.21, 0.78], [-0.32, -1.64, -2.96]]}